ORCA calculation (ωB97M-V/def2-TZVPD) on a 10-piece molecular cluster, C38H78O14S overall.

As for the spin multiplicity: 2. The calculation puts the HOMO energy (alpha / beta) at -10.88 / -10.88 eV. As for the total charge: +1. The strongest force on any atom is 0.0674 Eh/bohr. The lowest unoccupied orbital energy (alpha / beta) comes out at -2.53 / -8.78 eV. Its orbital gap (alpha / beta) is 0.307 / 0.077 Eh. The energy is -80155.193 eV. Its expectation value of S² is 0.75.

XYZ file:
```
131
Properties=species:S:1:pos:R:3:forces:R:3
S -3.678611 3.921016 -3.086085 -0.3 1.9 -0.8
O -2.288871 3.485276 -3.112425 -2.0 -0.5 -0.3
O -4.701841 2.606406 -3.166145 2.3 0.5 0.1
O 2.570929 -3.224294 -2.886345 -0.3 1.0 -2.0
O 0.172699 5.342076 4.094645 -0.5 0.6 0.0
O -1.497831 -3.708924 4.525435 -1.5 -2.3 0.7
O -4.000031 -0.426344 -5.337185 -0.2 -0.8 0.5
O -0.725631 0.502906 -0.224655 0.0 -0.7 -0.1
O 1.202339 1.548506 0.462975 -1.8 -2.5 0.0
O 1.704729 -2.863674 6.355105 -0.9 -1.4 1.1
O 0.259609 -0.294954 1.458075 -0.9 0.2 -0.4
O -4.110061 4.951626 -4.044175 0.5 -2.3 1.7
O 5.254389 -0.893814 0.103585 -0.5 0.2 -1.8
O -3.008971 -2.933414 -0.468285 0.2 -0.7 0.5
O 2.506739 2.763056 -4.628485 -0.4 0.7 -1.4
C 0.363199 0.635506 0.552755 0.7 3.2 -1.1
C -0.923751 1.335286 -1.351615 -0.2 0.3 0.2
C 2.243569 0.465446 -4.150185 0.0 0.6 0.1
C -4.052791 4.376806 -1.411595 0.2 0.3 0.0
C 5.912239 -1.387954 1.243745 -0.2 0.2 0.4
C -0.016621 6.493166 3.288445 0.4 -0.2 -0.5
C 2.062659 1.544036 -5.212005 0.7 -0.3 -0.3
C -3.235081 -2.181274 0.742935 -1.1 -0.3 -0.6
C 0.461199 -4.828304 3.876625 -0.2 -0.3 -0.2
C 2.677419 -3.613574 7.041355 1.9 0.3 0.2
C 2.209559 -3.212984 -0.611835 -0.3 -1.5 1.0
C 1.157639 -2.897284 -2.732055 2.1 0.3 -0.1
C 3.222419 1.133096 -3.212035 0.4 0.0 1.3
C 5.345479 0.861126 1.622155 0.2 0.9 0.3
C 1.317319 -0.418514 2.329245 2.1 -0.9 1.4
C -0.368011 4.216156 3.411275 0.8 0.0 0.8
C -0.742921 -2.715834 3.915085 0.8 0.2 0.4
C 2.317559 -1.915784 5.601195 0.5 2.2 -1.1
C 1.171909 -2.391524 -1.309625 -1.6 1.1 -0.1
C -0.623991 -4.809904 4.933365 0.6 1.3 0.1
C -3.382581 -2.185984 -1.603145 0.5 0.8 0.3
C -6.722011 1.316006 -3.499355 -0.3 1.2 1.2
C 2.779369 2.601926 -3.268615 0.4 -0.7 0.3
C 2.970049 -3.908654 -1.743285 -0.6 -0.4 0.6
C 3.663599 -1.574364 6.272165 -0.9 0.4 -0.1
C -4.248831 -1.043134 -1.095895 -0.9 0.9 0.3
C -6.086941 2.775666 -3.419545 -1.4 -1.9 -1.4
C -0.051541 5.965606 1.846425 -0.5 0.5 -0.4
C 4.722569 0.423176 0.333355 0.0 0.0 0.5
C 5.435339 -0.478424 2.321825 0.0 0.9 1.5
C -4.006011 0.269016 -6.571735 1.0 1.0 0.2
C -2.921961 -0.021494 -4.488805 0.7 1.4 -1.2
C -4.501871 -1.372304 0.339445 0.5 0.0 2.2
C -3.147161 1.483026 -6.305415 -0.4 0.8 0.8
C -2.139891 1.008876 -5.301105 1.6 -1.3 -0.3
C -0.100961 4.456366 1.929935 0.8 -0.7 0.6
C 0.273499 -3.501924 3.058825 0.0 -0.8 0.7
C 4.087309 -2.926554 6.695415 -0.5 -1.2 1.2
H 2.009949 0.419406 2.408405 -0.5 0.5 -0.2
H 2.661209 -4.936694 -1.932635 0.0 -0.4 0.7
H 0.834739 6.328836 1.326175 -0.3 -0.1 -0.4
H -1.423901 4.073736 3.641295 -0.2 0.0 0.0
H -2.438241 -1.803014 -1.990005 0.1 0.2 -0.6
H 4.242799 0.948816 -3.548115 0.1 0.6 -0.4
H -5.463621 -1.860954 0.495525 0.3 -0.6 0.0
H -1.350331 -2.030314 3.324125 -0.4 -0.4 -0.2
H 0.938079 -0.659824 3.322245 0.0 0.0 -0.2
H 1.694519 -1.021404 5.597385 -0.2 0.1 -0.2
H 0.842329 7.150116 3.425255 0.0 0.0 0.2
H -4.974111 0.479236 -7.026385 -0.4 -0.6 0.6
H -3.441411 -0.347504 -7.271185 0.1 -0.8 -0.2
H 2.682049 -0.461744 -4.519165 -0.7 -0.2 0.0
H 1.874379 2.809126 -2.697515 -0.3 -0.3 0.4
H -6.767181 0.887846 -2.497985 0.7 -0.2 0.1
H 4.696759 1.613386 2.070905 -0.1 -0.2 0.4
H -3.308661 -2.881524 1.575005 -0.6 -0.2 -0.2
H -7.794631 1.364406 -3.687105 0.0 0.4 -0.6
H -6.286271 0.607066 -4.203375 0.3 0.3 0.0
H -0.275571 -3.755464 2.151995 0.2 0.0 -0.2
H -6.212651 3.211936 -4.410485 0.0 0.4 0.2
H 6.300739 1.374296 1.511585 0.3 -0.3 -0.2
H 3.651559 0.387096 0.532665 -0.3 -0.4 -0.4
H -0.430421 -2.100764 4.758965 1.2 0.3 -0.2
H -5.057871 4.796546 -1.369985 -0.1 -0.4 0.1
H -0.982321 6.240176 1.350095 0.3 0.7 -0.2
H -3.755901 2.138546 -5.682655 -0.3 0.8 -0.8
H -0.259361 1.081376 -2.177585 0.4 0.2 0.2
H 0.225089 -5.734314 3.318515 0.6 0.3 -0.7
H 2.729569 -4.670894 6.781625 -0.4 -0.1 -0.3
H -1.321061 0.461736 -5.768285 0.1 -0.1 -0.3
H 6.083679 -0.486754 3.198005 -0.1 0.0 0.1
H 3.254149 0.689576 -2.216855 -0.5 0.1 0.2
H -0.915781 7.067896 3.510475 -0.2 -0.2 0.4
H -0.873071 2.379326 -1.042555 0.3 0.0 -0.4
H 0.155189 -2.463534 -0.923375 0.0 -0.2 0.6
H 1.399739 -4.987894 4.407445 0.3 0.4 -0.5
H 1.037729 1.603736 -5.578145 -0.3 0.3 0.1
H 4.865189 1.168736 -0.448885 0.4 -0.6 -0.5
H 1.930959 -1.234764 1.948095 0.1 -0.2 0.3
H -3.797021 -0.053894 -1.022545 0.5 0.0 -0.8
H -2.755151 1.915446 -7.225975 -0.1 0.2 0.3
H 4.381909 -0.992924 5.694185 -0.1 -0.2 -0.2
H -4.589841 -0.451584 0.916195 0.1 0.0 0.2
H 2.378689 -2.308984 4.586425 0.6 0.3 -0.5
H -6.605241 3.362536 -2.661215 0.2 0.0 0.0
H 1.218329 -3.034834 2.780925 -0.2 0.1 0.2
H 1.653919 -3.953734 -0.036815 0.3 -0.2 0.4
H 5.630099 -2.418124 1.461145 0.0 -0.1 -0.4
H -3.877791 3.470016 -0.832625 -0.4 0.1 0.1
H -3.885311 -2.781354 -2.365315 0.1 -0.4 0.2
H 4.408069 -0.696804 2.613605 0.0 -0.5 0.2
H -0.848301 3.991986 1.286545 0.0 0.1 0.0
H 0.909539 -2.113884 -3.448175 0.2 0.0 -0.1
H -5.254571 -0.903764 -1.492315 0.3 -0.2 -0.9
H 3.447579 -1.014254 7.181945 -0.2 0.3 -0.1
H 1.275819 0.404446 -3.652355 0.0 -0.8 0.2
H 4.652229 -3.422874 5.906345 -0.2 -0.3 0.1
H -1.031591 -5.816544 5.026245 -1.2 0.5 -0.3
H 4.034519 -3.898854 -1.508975 0.1 0.3 -0.8
H 3.495469 3.355616 -2.941135 0.3 -0.2 -0.2
H 0.873999 4.035936 1.683385 -0.1 -0.1 -0.1
H -0.161471 -4.633464 5.904475 -0.3 0.6 0.2
H 6.995529 -1.319224 1.144385 0.2 -0.1 -0.2
H -2.390941 -1.566874 1.056045 0.2 0.5 -0.7
H -1.618861 1.754846 -4.700995 -0.6 0.2 0.1
H 4.665419 -2.879324 7.618265 0.3 -0.3 -0.2
H -1.933811 1.123746 -1.702515 -0.1 0.0 0.2
H -3.321011 0.504796 -3.621685 -0.9 -0.1 0.5
H 0.240469 3.438826 3.873445 -0.5 -0.7 -0.4
H 1.398839 -1.326044 -1.272735 0.2 0.1 -0.3
H 2.897099 -2.698454 0.059465 -0.2 0.3 -0.1
H 0.539399 -3.767774 -2.951435 -0.1 -0.2 0.4
H -3.383631 5.154716 -1.043935 0.2 0.0 -0.4
H -2.305541 -0.834224 -4.104625 -0.6 -0.7 0.0
H 2.430419 -3.537354 8.100255 0.3 -0.1 0.1
H 2.674119 1.316656 -6.085225 0.2 0.2 -0.1
```
Forces are in eV/Å.